A 3-piece molecular cluster, C2H8O3 overall at a distorted geometry. Source: the Open Molecules 2025 dataset; level of theory: the ωB97M-V functional and the def2-TZVPD basis.

Total charge: 0
Highest occupied orbital energy, eV: -8.79
Relative energy (zero: lowest compared OMol25 entry of this formula, charge and spin), kJ/mol: 190.1

Each line ends with the Löwdin charge.
Atoms and positions in Å:
C -1.376 -2.264 -1.534  0.00
C -0.580 -1.193 -1.718  -0.28
O -0.153 -0.435 -0.670  -0.02
H -1.907 -2.164 -0.585  0.05
H -1.138 -3.255 -1.889  0.05
H -0.386 -0.759 -2.700  0.11
H 0.745 -0.116 -0.792  0.10
O 2.708 1.336 1.564  -0.07
H 2.342 0.474 1.338  0.02
H 1.980 1.738 2.055  0.01
O -0.529 1.958 1.875  -0.06
H -0.684 2.902 1.990  0.04
H -1.022 1.780 1.065  0.03